{"formula": "C12H36O16P4", "method": "ωB97M-V/def2-TZVPD", "symbols": ["C", "O", "P", "O", "O", "C", "O", "C", "H", "H", "H", "H", "H", "H", "H", "H", "H", "C", "O", "P", "O", "O", "C", "O", "C", "H", "H", "H", "H", "H", "H", "H", "H", "H", "C", "O", "P", "O", "O", "C", "O", "C", "H", "H", "H", "H", "H", "H", "H", "H", "H", "C", "O", "P", "O", "O", "C", "O", "C", "H", "H", "H", "H", "H", "H", "H", "H", "H"], "xyz": [[2.70854, 1.23820, -0.67197], [2.98002, -0.02527, -1.13571], [4.37397, -0.25967, -1.93254], [4.56063, -1.62314, -2.50082], [4.25410, 0.83968, -3.14285], [4.81827, 0.47291, -4.40189], [5.69514, 0.03770, -1.12825], [6.76766, -0.83025, -0.90069], [3.66156, 1.81666, -0.32934], [1.85494, 1.39269, 0.11924], [2.49641, 1.62982, -1.57281], [4.20490, -0.32567, -5.00306], [6.01559, 0.32082, -3.99240], [4.97565, 1.23478, -5.15129], [6.52743, -1.83696, -0.41192], [7.59391, -0.54794, -0.09960], [7.23976, -1.21032, -1.83733], [-4.88805, 3.26832, 4.03593], [-6.01424, 4.02695, 3.68566], [-5.76639, 5.33232, 2.67542], [-5.56957, 6.46437, 3.58942], [-4.52020, 5.12115, 1.69152], [-4.55905, 5.94993, 0.61534], [-7.15682, 5.54016, 1.87791], [-8.40029, 5.66542, 2.55681], [-5.02672, 2.43685, 4.50045], [-4.20252, 3.68024, 4.81229], [-4.18430, 3.08197, 3.26454], [-5.33884, 5.77014, 0.04705], [-3.52699, 5.95746, -0.04347], [-4.49818, 7.13119, 1.14747], [-8.67075, 4.58561, 2.94533], [-9.16120, 5.85082, 1.87352], [-8.32821, 6.37040, 3.37063], [0.13900, -1.14967, -1.20614], [-0.58468, -1.35719, 0.02555], [-2.07220, -0.87122, 0.22370], [-2.59693, 0.08802, -0.84447], [-2.97707, -2.20594, 0.30890], [-3.41412, -2.82723, -0.86040], [-2.16068, -0.23733, 1.60679], [-3.29014, 0.29497, 2.16426], [1.02128, -1.86535, -1.12797], [0.55232, -0.23336, -1.28096], [-0.45542, -1.37797, -2.26301], [-4.21554, -2.08669, -1.35631], [-3.97711, -3.77754, -0.74474], [-2.55120, -2.94710, -1.50706], [-3.89679, -0.38436, 2.43770], [-3.91612, 0.93779, 1.39786], [-3.09397, 1.10219, 2.87016], [3.02428, -2.59171, 1.15670], [3.62389, -2.68455, -0.12075], [3.48825, -4.08674, -0.94244], [3.26792, -5.18646, 0.03738], [2.22021, -4.10721, -1.91309], [0.97747, -4.77138, -1.57586], [4.74713, -4.47909, -1.79654], [5.95821, -4.79659, -1.14234], [3.32624, -3.30731, 1.74727], [2.11074, -2.90056, 1.35188], [2.92879, -1.58244, 1.43395], [0.09662, -4.45142, -2.31492], [0.76979, -4.25257, -0.58783], [1.22009, -5.91890, -1.32079], [5.81991, -5.39074, -0.04974], [6.25788, -4.02254, -0.68931], [6.73579, -5.12917, -1.66999]], "forces_ev_per_a": [[0.90, 2.73, 3.46], [2.87, -2.97, 0.30], [-0.14, -3.03, -2.89], [-1.06, 1.07, 0.52], [-1.12, 0.25, 1.21], [3.40, -1.83, 0.50], [-0.47, 2.11, 1.19], [2.39, -3.52, 1.58], [-1.57, -1.14, -0.05], [1.69, -1.00, -1.57], [-1.68, 3.08, -2.53], [1.59, 0.82, 1.85], [-3.08, -0.76, -2.16], [-0.65, 1.21, 0.61], [-0.85, 1.37, -0.65], [-1.90, 0.82, -1.99], [-0.25, 0.98, 0.47], [3.07, 4.67, -0.66], [0.39, 0.49, -2.38], [-1.49, 0.99, 3.64], [0.41, 0.25, -0.49], [-1.37, -2.90, 1.86], [7.02, 6.41, 1.04], [1.94, -0.95, -0.88], [0.62, -3.54, 2.07], [-2.45, -5.59, 2.27], [-0.68, 1.17, -0.33], [0.20, -0.14, -1.39], [-3.83, -0.43, -2.98], [-2.59, -0.60, 1.82], [-0.68, -3.05, -2.08], [0.50, 2.12, -0.25], [-0.99, 0.90, -1.39], [-0.08, 0.21, 0.14], [-0.72, -4.71, -2.20], [-0.36, 0.17, 0.06], [-2.47, 1.58, -5.05], [1.35, -2.20, 1.85], [0.72, 0.48, 1.93], [-2.44, 1.65, -2.27], [2.43, -0.57, 1.49], [0.56, 7.41, -3.44], [-1.28, 0.77, -0.30], [0.81, 3.24, 0.01], [1.14, 0.48, 3.10], [1.91, -1.60, 0.65], [0.80, 0.54, 0.70], [-0.18, -0.30, -0.48], [-4.19, -4.93, 2.67], [1.27, -1.35, 0.75], [0.59, -0.76, 0.50], [1.26, 2.85, -2.72], [-0.03, -0.79, -2.11], [-1.74, -2.80, 2.49], [0.05, 0.72, 0.35], [1.14, 1.16, -1.59], [-0.25, -0.04, 2.02], [-0.16, 0.70, -1.25], [-4.73, -4.37, 3.96], [3.79, -2.93, 3.81], [-5.77, -1.40, -1.33], [1.10, 1.30, 0.66], [2.42, -1.13, 1.27], [-0.66, -1.16, -0.93], [-0.99, 2.62, -1.06], [-0.16, 0.38, -3.36], [2.56, 6.68, 2.83], [2.17, -1.88, -2.87]], "nbo_charge": [-0.272, -0.781, 2.591, -1.124, -0.832, -0.255, -0.833, -0.264, 0.182, 0.210, 0.192, 0.216, 0.178, 0.196, 0.191, 0.207, 0.202, -0.254, -0.771, 2.546, -1.116, -0.780, -0.244, -0.821, -0.238, 0.183, 0.176, 0.175, 0.174, 0.202, 0.185, 0.180, 0.194, 0.209, -0.233, -0.825, 2.576, -1.122, -0.819, -0.253, -0.806, -0.224, 0.210, 0.178, 0.196, 0.194, 0.201, 0.176, 0.173, 0.186, 0.191, -0.267, -0.809, 2.608, -1.177, -0.845, -0.270, -0.781, -0.218, 0.207, 0.191, 0.190, 0.209, 0.188, 0.235, 0.186, 0.160, 0.192], "energy_ha": -3048.0303, "e_lumo_ev": 0.49, "de_lowest_kj_mol": 1077.32}